<P>
The following is a DFT calculation (ωB97M-V with the def2-TZVPD basis set) of the molecule C21H23N5OS.

Output
- Highest occupied orbital energy: -0.30852 Ha
- Molecular weight: 393.52 g/mol
- Orbital gap: 8.613 eV

Structure (ORCA input):
```
! RIJCOSX wB97M-V def2-TZVPD def2/J DEFGRID3
* xyz 0 1
O 1.70 0.31 -3.88
C 2.00 0.14 -2.72
N 1.82 -0.98 -2.00
H 2.06 -0.94 -1.01
C 1.11 -2.15 -2.48
C -0.34 -1.85 -2.91
H -0.61 -0.82 -2.68
H -1.03 -2.51 -2.37
C -0.39 -2.14 -4.41
H -1.39 -2.41 -4.75
H -0.06 -1.26 -4.96
C 0.63 -3.26 -4.59
H 0.22 -4.20 -4.21
H 0.92 -3.39 -5.63
C 1.78 -2.79 -3.71
H 2.46 -3.59 -3.43
H 2.35 -2.02 -4.24
H 1.12 -2.85 -1.64
C 2.68 1.26 -1.92
H 3.46 0.88 -1.26
H 3.08 2.00 -2.60
S 1.48 2.15 -0.89
C 1.40 1.11 0.49
N 2.02 -0.05 0.63
N 1.71 -0.52 1.84
C 0.92 0.34 2.44
N 0.69 1.41 1.61
C -0.19 2.55 1.77
C -1.46 2.32 0.99
C -1.73 3.03 -0.17
C -2.88 2.78 -0.89
C -3.76 1.80 -0.47
C -3.50 1.09 0.69
C -2.35 1.34 1.41
H -2.15 0.79 2.32
H -4.19 0.33 1.02
H -4.66 1.60 -1.04
H -3.08 3.34 -1.80
H -1.04 3.79 -0.51
H -0.40 2.64 2.83
H 0.34 3.43 1.39
C 0.41 0.14 3.78
N -0.41 1.06 4.30
C -0.87 0.88 5.52
C -0.54 -0.21 6.31
C 0.31 -1.17 5.77
C 0.79 -1.00 4.49
H 1.46 -1.70 4.02
H 0.58 -2.04 6.35
H -0.95 -0.31 7.30
H -1.52 1.66 5.89
*
```

***

<Q>
The following is a DFT calculation (ωB97M-V with the def2-TZVPD basis set) of the molecule C21H23N5OS.

Output
- Highest occupied orbital energy: -0.28484 Ha
- Molecular weight: 393.52 g/mol
- Orbital gap: 8.214 eV

Structure (ORCA input):
```
! RIJCOSX wB97M-V def2-TZVPD def2/J DEFGRID3
* xyz 0 1
O -0.94 2.71 0.95
C -0.57 1.77 1.62
N 0.23 1.94 2.69
C 0.81 0.94 3.57
H 0.39 -0.04 3.38
C 2.32 0.91 3.38
C 2.91 2.28 3.52
C 4.26 2.45 3.81
C 4.81 3.71 3.92
C 4.01 4.83 3.75
C 2.67 4.67 3.46
C 2.11 3.41 3.34
C 0.64 3.29 3.04
H 0.37 3.93 2.20
H 0.07 3.62 3.92
H 2.04 5.54 3.33
H 4.43 5.82 3.84
H 5.86 3.82 4.15
H 4.88 1.57 3.94
H 2.77 0.23 4.12
H 2.56 0.51 2.39
H 0.58 1.23 4.60
C -0.99 0.34 1.27
H -1.17 -0.24 2.18
C -2.29 0.38 0.45
H -2.31 1.31 -0.12
C -2.40 -0.79 -0.51
N -1.30 -0.78 -1.45
C -1.28 -1.59 -2.50
N -0.29 -1.73 -3.33
N -0.53 -2.58 -4.32
C -1.68 -3.13 -4.29
N -2.14 -4.03 -5.21
C -3.36 -4.65 -5.20
C -3.42 -5.47 -6.29
C -2.20 -5.34 -6.99
C -1.43 -4.45 -6.30
H -0.44 -4.07 -6.48
H -1.92 -5.85 -7.89
H -4.25 -6.10 -6.56
H -4.07 -4.46 -4.43
S -2.69 -2.60 -2.92
C -0.10 -0.09 -1.04
H 0.73 -0.48 -1.64
C 0.14 -0.32 0.45
H 1.11 0.10 0.72
H 0.17 -1.40 0.64
H -0.20 0.99 -1.24
H -2.42 -1.74 0.05
H -3.34 -0.73 -1.07
H -3.15 0.39 1.12
*
```

***

Stability order, top to bottom: <P>, <Q>

***

<P>
The following is a DFT calculation (ωB97M-V with the def2-TZVPD basis set) of the molecule C6H11N3OS.

Output
- Highest occupied orbital energy: -0.32751 Ha
- Molecular weight: 173.24 g/mol
- Orbital gap: 8.491 eV

Structure (ORCA input):
```
! RIJCOSX wB97M-V def2-TZVPD def2/J DEFGRID3
* xyz 0 1
C 1.02 -1.57 -0.52
C 3.02 -0.52 0.20
C 2.85 0.67 -0.76
C 2.17 1.71 0.12
C -1.76 -1.28 1.16
C -1.91 0.21 -0.70
N 2.26 -1.57 -0.20
N 0.06 -0.70 -0.10
N -1.25 -1.04 -0.20
O 3.85 -0.55 1.07
S 0.81 0.84 1.07
H 0.76 -2.45 -1.12
H 3.76 1.15 -1.02
H 2.32 0.53 -1.59
H 2.77 2.11 0.88
H 1.74 2.73 -0.39
H -1.73 -0.41 1.69
H -2.75 -1.49 1.05
H -1.09 -2.12 1.55
H -2.84 -0.16 -0.98
H -2.02 1.06 -0.04
H -1.21 0.43 -1.59
*
```

***

<Q>
The following is a DFT calculation (ωB97M-V with the def2-TZVPD basis set) of the molecule C6H11N3OS.

Output
- Highest occupied orbital energy: -0.29468 Ha
- Molecular weight: 173.24 g/mol
- Orbital gap: 8.662 eV

Structure (ORCA input):
```
! RIJCOSX wB97M-V def2-TZVPD def2/J DEFGRID3
* xyz 0 1
S 2.28 2.47 -0.13
N 2.94 -0.09 2.66
O -1.38 -0.53 -2.29
C 2.09 1.33 1.12
C 1.62 -0.23 2.68
N 3.28 0.90 1.72
N 1.10 0.61 1.68
C -2.18 -1.46 -3.04
C -1.60 -0.34 -0.86
C -0.34 0.44 1.11
C -0.33 0.45 -0.41
H 0.95 -0.77 3.41
H 4.16 1.07 1.27
H -2.84 -0.90 -3.67
H -1.55 -2.06 -3.63
H -2.75 -2.21 -2.31
H -2.43 0.42 -0.51
H -1.58 -1.39 -0.45
H -0.83 -0.50 1.66
H -0.93 1.33 1.42
H -0.30 1.44 -0.75
H 0.62 0.02 -0.68
*
```

***

Stability order, top to bottom: <Q>, <P>

***

<P>
The following is a DFT calculation (ωB97M-V with the def2-TZVPD basis set) of a cluster of 9 separate species, H19O9 in total.

Output
- Highest occupied orbital energy: -0.49537 Ha
- Molecular weight: 163.14 g/mol
- Orbital gap: 9.899 eV

Structure (ORCA input):
```
! RIJCOSX wB97M-V def2-TZVPD def2/J DEFGRID3
* xyz 1 1
O -0.03 -0.37 0.36
H -0.91 -0.06 0.08
H 0.17 -0.20 1.38
H 0.66 -0.01 -0.18
O 2.28 0.68 -1.12
H 2.22 1.14 -1.89
H 2.96 0.06 -1.27
O -1.07 2.34 -2.46
H -1.12 1.51 -2.96
H -1.10 2.24 -1.54
O 2.14 -1.96 2.02
H 1.52 -2.26 2.78
H 2.58 -1.16 2.17
O 0.12 0.31 2.99
H -0.07 1.24 3.34
H -0.39 -0.26 3.70
O -2.90 -0.11 0.18
H -3.17 0.76 -0.13
H -3.30 -0.29 1.05
O -0.46 2.32 0.14
H -0.98 2.73 0.74
H 0.30 2.88 0.26
O -0.91 -0.44 -2.74
H -0.31 -1.02 -2.80
H -1.55 -0.66 -3.50
O 0.84 -3.32 -0.19
H 1.27 -3.14 -1.02
H 1.25 -2.94 0.58
*
```

***

<Q>
The following is a DFT calculation (ωB97M-V with the def2-TZVPD basis set) of a cluster of 9 separate species, H19O9 in total.

Output
- Highest occupied orbital energy: -0.51897 Ha
- Molecular weight: 163.14 g/mol
- Orbital gap: 11.298 eV

Structure (ORCA input):
```
! RIJCOSX wB97M-V def2-TZVPD def2/J DEFGRID3
* xyz 1 1
O -0.09 1.51 1.44
H 0.09 -2.30 0.08
H 0.74 -1.13 -3.72
O -1.36 1.39 -2.98
H -1.54 2.32 -2.87
O -1.77 0.01 3.22
H -0.55 0.82 -1.50
H -1.02 0.17 3.81
O 0.10 0.46 -0.86
H -2.37 -0.29 3.90
H -1.70 1.01 -3.79
O 1.44 -2.98 0.91
H -0.33 -2.43 -1.44
H 2.31 -2.62 1.07
O -0.52 -1.96 -0.58
H -0.27 -0.91 -0.54
H 1.16 -3.63 1.56
O 0.93 -0.31 3.32
H -0.23 2.41 1.67
H 1.49 -0.98 3.70
O 0.90 3.26 -1.30
H -0.01 0.93 0.03
H 0.93 -0.26 2.36
O 0.24 -1.43 -2.94
H 1.04 3.86 -2.04
H 1.48 2.51 -1.31
H -0.97 1.11 1.56
H -0.09 -0.54 -2.77
*
```

***

<R>
The following is a DFT calculation (ωB97M-V with the def2-TZVPD basis set) of a cluster of 9 separate species, H19O9 in total.

Output
- Highest occupied orbital energy: -0.49861 Ha
- Molecular weight: 163.14 g/mol
- Orbital gap: 9.240 eV

Structure (ORCA input):
```
! RIJCOSX wB97M-V def2-TZVPD def2/J DEFGRID3
* xyz 1 1
O 0.73 0.47 0.20
H 0.71 -0.37 -0.27
H -0.20 0.66 0.35
H 1.11 1.09 -0.43
O 2.41 0.12 -4.01
H 2.68 0.85 -4.56
H 1.90 -0.45 -4.59
O 1.42 4.79 -1.03
H 1.03 5.62 -0.73
H 2.25 5.04 -1.43
O -3.22 -0.77 -3.48
H -4.09 -0.77 -3.09
H -2.86 -1.63 -3.26
O -0.13 -3.48 -1.66
H 0.08 -3.90 -0.83
H 0.19 -4.09 -2.33
O -3.18 -0.30 2.26
H -3.58 -0.43 3.12
H -3.29 -1.15 1.82
O 1.68 -4.83 1.95
H 2.22 -4.36 2.59
H 1.68 -5.74 2.25
O -3.64 4.47 1.82
H -3.88 3.59 2.12
H -4.42 4.80 1.38
O 3.90 -0.01 3.77
H 4.21 0.01 4.68
H 4.30 0.77 3.38
*
```

***

Stability order, top to bottom: <Q>, <P>, <R>